[1]
{"formula": "C7H15N6", "method": "ωB97M-V with the def2-TZVPD basis set", "elements": ["C", "C", "C", "C", "C", "C", "C", "N", "N", "N", "N", "N", "N", "H", "H", "H", "H", "H", "H", "H", "H", "H", "H", "H", "H", "H", "H", "H"], "positions_angstrom": [[-2.70758, -1.15857, -0.63214], [-1.95422, -0.35767, 1.19708], [2.48606, 1.72246, 0.46384], [3.31710, 0.47670, 0.15954], [1.14745, 1.63479, -0.27470], [2.43149, -0.80947, 0.57504], [0.56170, 0.26393, -0.45867], [-1.80479, -1.40176, 0.36016], [-3.39091, -0.04894, -0.22542], [-2.94556, 0.45259, 0.91697], [1.18199, -0.83447, -0.24646], [-4.41904, 0.51281, -0.99143], [0.55952, -2.00500, -0.54521], [-3.01026, -1.55307, -1.67132], [-1.62831, -0.27655, 2.19399], [2.25735, 1.68076, 1.52714], [3.03652, 2.63546, 0.36477], [3.49865, 0.44650, -0.83860], [4.29469, 0.35176, 0.70067], [0.49050, 2.39892, 0.16696], [1.44676, 2.03548, -1.26008], [2.88604, -1.75067, 0.41193], [2.09428, -0.80611, 1.58662], [-0.36091, 0.24890, -1.00640], [-4.95685, 1.21865, -0.51517], [-5.01360, -0.23358, -1.33341], [-0.40833, -1.99005, -0.27753], [0.91027, -2.85380, -0.34816]], "atomic_forces_ev_per_a": [[-0.9, 1.5, 0.5], [-1.1, -0.7, 0.5], [-0.2, -1.7, 1.8], [-0.9, -1.6, 3.7], [1.5, 1.1, -0.1], [0.4, 1.6, -1.6], [0.5, 1.4, -0.8], [-1.0, 0.0, -1.5], [-0.3, -0.7, -1.2], [-0.7, 0.4, -1.1], [-0.1, 0.2, 1.1], [0.4, -0.2, -0.5], [-0.9, 2.7, -1.9], [1.1, 0.0, 2.1], [1.3, -0.2, 0.8], [0.1, 0.1, 0.3], [0.1, 0.6, -0.7], [0.7, -0.4, -3.1], [-1.0, 0.5, -0.4], [-0.4, -0.7, -0.3], [-0.9, -0.4, -0.2], [0.9, -0.8, -0.4], [-0.1, 0.3, 0.9], [-0.3, -0.4, -0.1], [0.2, 0.0, 0.5], [-0.1, 0.1, 0.2], [-1.0, 0.4, 0.4], [2.8, -3.0, 1.1]], "mulliken_charge": [0.059, -0.233, -0.778, -0.680, -0.603, -0.613, -0.117, -0.579, 1.001, -0.747, 0.603, -0.805, -0.918, 0.255, 0.501, 0.317, 0.388, 0.384, 0.343, 0.339, 0.275, 0.411, 0.346, 0.752, 0.297, 0.269, 0.274, 0.258], "charge": 1, "lumo_energy_ha": -0.1237, "orbital_gap_ev": 9.3561, "de_lowest_kcal_mol": 37.1}


[2]
{"formula": "C38H78F5NP2", "method": "ωB97M-V with the def2-TZVPD basis set", "elements": ["N", "P", "P", "C", "F", "F", "C", "C", "C", "C", "C", "C", "F", "F", "F", "C", "H", "H", "H", "H", "H", "H", "H", "H", "C", "C", "C", "C", "C", "C", "H", "H", "H", "H", "H", "H", "H", "H", "H", "H", "H", "H", "H", "H", "C", "C", "C", "C", "C", "C", "H", "H", "H", "H", "H", "H", "H", "H", "H", "H", "H", "H", "H", "H", "C", "C", "C", "C", "C", "C", "H", "H", "H", "H", "H", "H", "H", "H", "H", "H", "H", "H", "H", "H", "C", "C", "C", "C", "C", "C", "H", "H", "H", "H", "H", "H", "H", "H", "H", "H", "H", "H", "H", "H", "C", "C", "C", "C", "C", "C", "H", "H", "H", "H", "H", "H", "H", "H", "H", "H", "H", "H", "H", "H"], "positions_angstrom": [[0.17194, -3.52015, -0.03015], [0.50775, -2.24016, -0.93289], [0.27412, -0.36446, 0.19654], [-1.13719, 0.65253, -0.53052], [-0.73048, 0.96917, -1.84954], [-1.30995, 1.87784, 0.10434], [-2.50158, -0.08810, -0.67548], [-3.57911, 0.62716, -1.37713], [-4.85166, -0.04257, -1.52441], [-5.08279, -1.39057, -1.03788], [-4.02720, -2.11039, -0.34510], [-4.15739, -3.54931, 0.20984], [-4.66513, -4.34491, -0.80858], [-4.99945, -3.59508, 1.27751], [-2.93381, -4.09012, 0.49462], [-2.75531, -1.42313, -0.16140], [0.99019, -4.12811, 0.04084], [-0.39547, -2.25237, -2.04931], [1.86236, -2.40707, -1.36177], [-0.03424, -0.77307, 1.53527], [-3.39717, 1.65100, -1.77609], [-5.67137, 0.49458, -2.05049], [-6.06227, -1.90735, -1.17353], [-1.94936, -1.94851, 0.39614], [-0.33307, 7.45827, -0.65497], [1.13709, 7.06216, -0.71749], [1.48374, 6.22450, -1.94837], [0.76988, 4.87315, -2.03588], [0.99184, 3.94127, -0.84441], [2.44942, 3.53461, -0.66189], [-0.98400, 6.58467, -0.58401], [-0.51879, 8.07999, 0.22388], [-0.61968, 8.03124, -1.54058], [1.41417, 6.53116, 0.19812], [1.74307, 7.97325, -0.73722], [2.56672, 6.06870, -1.97401], [1.24344, 6.80060, -2.84882], [1.10204, 4.36623, -2.94888], [-0.30533, 5.03574, -2.15833], [0.39791, 3.04007, -0.99771], [0.61917, 4.40092, 0.07619], [2.82748, 3.03087, -1.55512], [2.54673, 2.84542, 0.18018], [3.08750, 4.39686, -0.45692], [-6.57443, -0.11559, 5.98264], [-7.57564, 0.12022, 4.85795], [-7.54468, -0.96772, 3.78418], [-6.22015, -1.09752, 3.02768], [-5.74873, 0.17290, 2.32078], [-6.70633, 0.64619, 1.23556], [-5.54617, -0.10932, 5.61606], [-6.66040, 0.67046, 6.73608], [-6.75958, -1.07426, 6.47308], [-7.40250, 1.10415, 4.41157], [-8.58130, 0.15287, 5.28828], [-8.35550, -0.78229, 3.07263], [-7.77125, -1.93273, 4.25051], [-6.32309, -1.89698, 2.28764], [-5.43687, -1.42714, 3.71674], [-4.77468, -0.02762, 1.86130], [-5.58585, 0.97651, 3.04535], [-6.84558, -0.12601, 0.47755], [-6.30658, 1.53563, 0.74256], [-7.68463, 0.90700, 1.64527], [4.93557, -8.16557, 2.77925], [3.67360, -8.24287, 1.92786], [3.93911, -8.71013, 0.49668], [4.84220, -7.79102, -0.32935], [4.35379, -6.34888, -0.46585], [3.01551, -6.23242, -1.18590], [5.64754, -7.43943, 2.38158], [4.68626, -7.85894, 3.79740], [5.42927, -9.13895, 2.83172], [3.17046, -7.27121, 1.92667], [2.97897, -8.94562, 2.39777], [2.98018, -8.83732, -0.01524], [4.39565, -9.70542, 0.52726], [4.95165, -8.22424, -1.32996], [5.84677, -7.78107, 0.10390], [5.10237, -5.78281, -1.02983], [4.28628, -5.87272, 0.51711], [3.07501, -6.66111, -2.18908], [2.73035, -5.18171, -1.28411], [2.21794, -6.74072, -0.64058], [10.83660, -3.87318, -2.76550], [9.62319, -4.77803, -2.58711], [8.67141, -4.30228, -1.48930], [9.26907, -4.26724, -0.08037], [9.82357, -5.60006, 0.42352], [8.76181, -6.68677, 0.53867], [11.45227, -3.84067, -1.86464], [11.46449, -4.23945, -3.58059], [10.52858, -2.85358, -3.00936], [9.95385, -5.80224, -2.39007], [9.07204, -4.81157, -3.53190], [7.78252, -4.94137, -1.49353], [8.31720, -3.29601, -1.73869], [8.49551, -3.91998, 0.61372], [10.06516, -3.51804, -0.03987], [10.26501, -5.43882, 1.41186], [10.63647, -5.94571, -0.22200], [7.96194, -6.37848, 1.21709], [9.20235, -7.60558, 0.93219], [8.31900, -6.92267, -0.43131], [-4.28981, 7.19405, 0.24582], [-5.57857, 7.54687, -0.48665], [-5.36201, 7.87008, -1.96520], [-4.47744, 9.08855, -2.24149], [-4.95901, 10.39719, -1.61428], [-6.31858, 10.84932, -2.13398], [-3.58524, 8.02798, 0.24727], [-4.50404, 6.94121, 1.28656], [-3.80317, 6.33221, -0.21768], [-6.07324, 8.38107, 0.01986], [-6.26409, 6.69675, -0.41518], [-6.33765, 8.01102, -2.44073], [-4.91308, 6.99970, -2.45644], [-4.40323, 9.22181, -3.32656], [-3.45946, 8.88681, -1.89466], [-4.22474, 11.17743, -1.83737], [-4.99153, 10.31002, -0.52416], [-6.29451, 10.98731, -3.21767], [-6.59946, 11.80186, -1.67931], [-7.10242, 10.12743, -1.89632]], "atomic_forces_ev_per_a": [[0.5, 0.8, -0.3], [-0.9, -2.8, 1.1], [1.5, 1.4, 0.1], [-1.6, -0.7, -0.8], [-0.1, -0.3, 1.3], [0.3, -1.4, -0.4], [-2.1, -0.2, -0.3], [0.0, -2.2, 1.0], [1.1, -0.5, 0.4], [1.5, 0.0, 0.6], [0.9, 2.5, -0.5], [0.3, 0.2, -1.7], [0.1, 0.6, 1.4], [1.1, -0.5, -1.0], [-1.7, 0.7, 0.4], [-0.6, 0.8, -0.6], [-0.3, 0.2, 0.1], [0.7, 0.8, 0.1], [-0.6, 1.0, -0.4], [-0.6, -0.2, -0.9], [-0.3, -1.0, 0.4], [0.7, -0.6, 0.5], [0.9, 0.7, 0.0], [-0.7, 0.3, -0.5], [0.0, 0.0, 0.2], [0.0, 0.1, -0.1], [0.1, 0.0, 0.0], [-0.1, 0.0, 0.0], [0.1, 0.0, -0.2], [0.0, 0.0, 0.2], [0.0, 0.0, 0.0], [-0.1, 0.0, -0.1], [0.0, 0.0, 0.0], [0.0, 0.0, 0.0], [0.0, -0.1, 0.0], [0.0, 0.0, 0.0], [0.0, 0.0, 0.0], [0.0, 0.0, 0.0], [0.0, 0.0, 0.0], [0.0, 0.1, 0.0], [0.0, 0.0, 0.0], [0.0, 0.0, 0.0], [0.1, 0.0, -0.1], [0.0, 0.0, 0.0], [0.0, 0.2, 0.0], [0.0, -0.1, 0.0], [-0.1, 0.1, -0.1], [0.0, 0.0, 0.1], [0.0, -0.1, -0.1], [0.0, 0.2, 0.1], [0.0, 0.0, 0.0], [0.0, -0.1, 0.0], [0.0, 0.0, 0.0], [0.0, 0.0, 0.0], [0.0, 0.0, -0.1], [0.0, 0.0, 0.0], [0.0, 0.0, 0.0], [0.0, 0.1, 0.0], [0.0, 0.0, 0.0], [0.0, 0.0, 0.0], [0.0, 0.0, 0.0], [-0.1, 0.0, 0.1], [-0.1, 0.0, -0.1], [0.0, 0.0, 0.0], [-0.1, 0.1, 0.1], [0.1, -0.1, 0.0], [-0.1, 0.0, 0.0], [0.1, 0.0, 0.1], [0.0, -0.1, -0.1], [0.0, 0.1, 0.1], [0.0, 0.0, 0.0], [0.1, 0.0, 0.0], [0.0, 0.0, 0.0], [0.0, 0.0, 0.0], [0.0, 0.1, 0.0], [0.0, 0.0, 0.0], [0.0, 0.0, 0.0], [0.0, 0.0, 0.0], [0.0, 0.0, 0.0], [0.0, 0.0, 0.1], [0.0, 0.0, 0.0], [0.0, 0.0, 0.0], [-0.1, 0.0, -0.1], [0.0, 0.0, -0.1], [0.1, -0.1, -0.1], [0.0, 0.1, 0.0], [-0.1, -0.1, 0.0], [0.1, 0.0, 0.0], [-0.1, 0.1, 0.1], [0.1, -0.1, 0.0], [0.0, 0.0, 0.0], [0.0, 0.1, 0.0], [0.0, 0.0, 0.0], [0.0, 0.0, 0.0], [0.0, -0.1, 0.0], [0.0, 0.0, 0.0], [0.0, 0.0, 0.0], [0.0, 0.0, 0.0], [0.0, 0.0, 0.0], [0.0, 0.0, -0.1], [0.0, 0.0, 0.0], [0.0, 0.0, 0.0], [-0.1, 0.0, 0.0], [0.0, 0.0, 0.0], [-0.1, 0.0, 0.1], [0.1, -0.1, -0.1], [-0.1, 0.0, 0.0], [0.1, 0.0, 0.1], [0.0, 0.0, -0.1], [0.0, 0.1, 0.1], [0.0, -0.1, 0.0], [0.1, 0.0, 0.0], [0.0, 0.0, 0.0], [0.0, 0.0, 0.0], [0.0, 0.1, 0.0], [0.0, 0.0, 0.0], [0.0, 0.0, 0.0], [0.0, 0.0, 0.0], [0.0, 0.0, 0.0], [0.0, 0.0, 0.1], [0.0, 0.0, 0.0], [0.0, 0.0, 0.0], [0.0, 0.0, -0.1], [0.0, 0.0, 0.0]], "mulliken_charge": [-0.533, 0.335, -0.231, 1.201, -0.286, -0.264, 0.156, -1.098, -0.503, -0.783, 0.051, 0.573, -0.283, -0.215, -0.247, 0.074, 0.170, 0.089, 0.089, 0.135, 0.422, 0.401, 0.399, 0.352, -1.026, -0.470, -0.871, -0.849, 0.567, -1.472, 0.173, 0.438, 0.301, 0.274, 0.392, 0.317, 0.387, 0.450, 0.314, -0.364, 0.311, 0.292, 0.427, 0.378, -1.192, -0.433, -0.932, -0.351, -0.094, -1.147, 0.287, 0.381, 0.293, 0.233, 0.400, 0.337, 0.405, 0.150, 0.410, -0.025, 0.438, 0.107, 0.324, 0.440, -0.985, -0.333, -0.860, -0.392, 0.093, -1.133, 0.107, 0.383, 0.299, 0.218, 0.359, 0.325, 0.409, 0.383, 0.011, 0.058, 0.227, 0.324, 0.156, 0.337, -1.213, -0.441, -0.124, -0.705, -0.474, -1.019, 0.282, 0.380, 0.296, 0.246, 0.378, -0.173, 0.397, 0.378, 0.325, 0.351, 0.280, 0.217, 0.399, 0.225, -1.094, -0.411, -0.694, -0.273, -0.380, -1.207, 0.242, 0.419, 0.235, 0.261, 0.344, 0.312, 0.363, 0.376, -0.048, 0.367, 0.243, 0.294, 0.378, 0.281], "smiles": "N=[PH2]PC(F)(F)c1cccc(C(F)(F)F)c1.CCCCCC.CCCCCC.CCCCCC.CCCCCC.CCCCCC", "charge": 0, "lumo_energy_ha": -0.0028, "orbital_gap_ev": 8.5947}


[3]
{"formula": "C22H33AuF2NO2SSi2", "method": "ωB97M-V with the def2-TZVPD basis set", "elements": ["Au", "F", "C", "C", "C", "C", "C", "F", "C", "C", "C", "C", "C", "C", "N", "H", "H", "H", "H", "H", "H", "O", "S", "C", "C", "C", "C", "H", "H", "H", "H", "H", "H", "H", "H", "C", "Si", "C", "C", "C", "Si", "C", "C", "C", "H", "H", "H", "H", "H", "H", "H", "H", "H", "H", "H", "H", "H", "H", "H", "H", "H", "H", "H", "O"], "positions_angstrom": [[0.25849, 0.34991, 0.64009], [-1.84789, -3.37866, -2.40902], [-1.83971, -2.84924, -1.16205], [-1.04480, -1.75659, -0.89747], [-1.01883, -1.19523, 0.38083], [-1.82581, -1.75595, 1.39264], [-2.59070, -2.86721, 1.05464], [-3.40612, -3.43797, 1.98267], [-2.62843, -3.44025, -0.19894], [-1.90443, -1.15765, 2.75563], [-2.12271, -1.91151, 3.91225], [-2.22118, -1.26172, 5.13008], [-2.10706, 0.11884, 5.18049], [-1.86325, 0.78426, 3.98726], [-1.77675, 0.16805, 2.81705], [-0.44073, -1.35310, -1.69842], [-3.25690, -4.29407, -0.40308], [-2.19147, -2.98827, 3.86864], [-2.38406, -1.83663, 6.03388], [-2.19760, 0.66439, 6.11031], [-1.77004, 1.86592, 3.95883], [1.31118, 2.10879, 0.68660], [0.15192, 3.20940, 0.44149], [-0.02717, 3.50918, -1.34449], [0.82398, 4.68273, -1.80570], [2.08055, 4.66784, -0.93457], [1.54198, 4.51930, 0.47492], [-1.09184, 3.59803, -1.54554], [0.30770, 2.56736, -1.78054], [0.28981, 5.62441, -1.64394], [1.04369, 4.61094, -2.87418], [2.68623, 5.56703, -1.08246], [2.70079, 3.80225, -1.18548], [1.04732, 5.44422, 0.79533], [2.28316, 4.23142, 1.21717], [3.31466, -2.92711, 2.87204], [2.65529, -1.17311, 2.60311], [1.39091, -0.88544, 3.96254], [4.09145, -0.01431, 3.00004], [1.94226, -1.03013, 0.90723], [3.02345, -0.88063, -0.58867], [4.50428, 0.25819, -0.31796], [3.70669, -2.56694, -1.10710], [2.22358, -0.16463, -2.13535], [3.71791, -3.04652, 3.88168], [4.11155, -3.16199, 2.16135], [2.52135, -3.66670, 2.73389], [1.82404, -1.09631, 4.94441], [0.52056, -1.53898, 3.83450], [1.04491, 0.14988, 3.95350], [4.30986, -0.06239, 4.07111], [3.85312, 1.02155, 2.74853], [5.00082, -0.28864, 2.46741], [1.44009, -1.98295, 0.77162], [5.24644, -0.16862, 0.35511], [4.17939, 1.21612, 0.09544], [4.99767, 0.45242, -1.27524], [4.29689, -3.01516, -0.30357], [4.34543, -2.48259, -1.99053], [2.89304, -3.25857, -1.34266], [1.90916, 0.86271, -1.94519], [1.35938, -0.72545, -2.49706], [2.97399, -0.15642, -2.93184], [-1.00299, 1.81851, 0.17293]], "atomic_forces_ev_per_a": [[0.4, 0.0, -0.2], [0.0, 0.0, 0.0], [0.0, 0.0, 0.1], [0.0, -0.1, 0.0], [0.3, -0.1, 0.1], [0.1, 0.0, 0.0], [-0.1, 0.0, 0.0], [0.0, 0.0, 0.0], [0.0, 0.0, 0.0], [-0.1, 0.1, 0.1], [0.1, 0.0, 0.0], [0.0, 0.0, 0.0], [0.1, 0.0, -0.1], [-0.2, -0.1, 0.0], [0.0, 0.0, 0.0], [0.0, 0.0, 0.0], [0.0, 0.0, 0.0], [0.0, 0.0, 0.0], [0.0, 0.0, 0.0], [0.0, 0.0, 0.0], [0.1, 0.0, 0.0], [0.0, -0.1, 0.0], [-0.3, -0.2, 0.0], [0.1, 0.2, -0.1], [0.0, 0.0, 0.0], [-0.1, 0.0, 0.0], [0.1, 0.1, 0.0], [0.0, 0.0, 0.0], [0.0, 0.0, 0.0], [0.0, 0.0, 0.0], [0.0, 0.0, 0.0], [0.0, 0.0, 0.0], [0.0, 0.0, 0.0], [0.0, 0.0, 0.0], [0.0, 0.0, 0.0], [0.0, 0.0, -0.1], [0.1, 0.1, 0.3], [-0.1, -0.1, -0.1], [-0.1, 0.0, 0.0], [-0.8, 0.5, -0.2], [0.3, 0.2, 0.0], [0.0, 0.0, -0.1], [0.0, 0.0, 0.1], [-0.1, -0.1, 0.0], [0.0, 0.0, 0.0], [0.0, 0.0, 0.0], [0.0, 0.0, 0.0], [0.0, 0.0, 0.0], [0.1, 0.1, 0.0], [-0.1, 0.0, 0.0], [0.0, 0.0, 0.0], [0.0, 0.0, 0.0], [0.0, 0.0, 0.0], [-0.1, -0.5, 0.0], [0.0, 0.0, 0.0], [0.0, 0.0, 0.0], [0.0, 0.0, 0.0], [0.0, 0.0, 0.0], [0.0, 0.0, 0.0], [0.0, 0.0, 0.0], [0.0, 0.0, 0.0], [0.0, 0.0, 0.0], [0.0, 0.0, 0.0], [0.4, 0.0, 0.3]], "mulliken_charge": [0.448, -0.365, 0.499, -0.285, -0.795, 1.291, 0.792, -0.388, -1.079, 0.443, -0.770, -0.365, -0.622, -0.325, -0.198, 0.318, 0.488, 0.404, 0.392, 0.386, 0.419, -0.504, 0.208, -0.384, -0.670, -0.324, -0.876, 0.473, -0.026, 0.281, 0.339, 0.339, 0.103, 0.372, 0.356, -1.191, 0.076, -0.636, -1.106, -0.303, 0.517, -1.122, -1.238, -0.826, 0.368, 0.273, 0.310, 0.463, -0.018, 0.198, 0.376, 0.265, 0.324, 0.239, 0.298, 0.232, 0.365, 0.279, 0.341, 0.325, -0.086, 0.327, 0.463, -0.888], "charge": -1, "lumo_energy_ha": 0.1067, "orbital_gap_ev": 7.0383, "de_lowest_kcal_mol": 2.2}


[4]
{"formula": "C6H11N", "method": "ωB97M-V with the def2-TZVPD basis set", "elements": ["C", "C", "N", "H", "H", "H", "H", "H", "C", "C", "C", "C", "H", "H", "H", "H", "H", "H"], "positions_angstrom": [[-1.65431, -0.90102, -0.19641], [-2.03347, -2.91693, -1.46528], [-1.36302, -1.84783, -1.30934], [-0.67860, -0.61261, 0.22953], [-2.27263, -1.33378, 0.61272], [-2.07564, 0.08171, -0.50485], [-1.72724, -3.57160, -2.29898], [-2.82873, -3.21226, -0.75388], [2.71383, 0.44852, 1.54393], [1.90325, 0.82329, 0.47918], [0.86375, 1.82762, 0.64506], [0.27229, 2.50372, -0.39535], [2.58019, 0.90582, 2.54077], [3.38786, -0.37445, 1.39014], [2.17093, 0.52264, -0.55756], [0.62281, 2.14122, 1.68405], [-0.39116, 3.31828, -0.19851], [0.50989, 2.19765, -1.44521]], "atomic_forces_ev_per_a": [[0.3, -0.5, -0.1], [0.6, 0.7, 0.6], [-0.4, 0.7, 0.1], [-0.2, -0.4, 0.0], [0.1, 0.2, -0.3], [-0.1, -0.9, -0.3], [-0.4, 0.2, 0.5], [0.2, -0.1, -0.5], [-1.2, 0.1, 0.1], [-0.6, 1.8, -0.6], [1.3, -0.7, 1.1], [0.7, -1.2, -1.2], [0.2, -0.4, -0.6], [0.5, 0.0, 0.2], [-0.4, -0.1, 0.9], [0.2, -0.3, -0.8], [-0.3, 0.4, -0.1], [-0.4, 0.5, 1.0]], "mulliken_charge": [-0.335, -0.218, -0.391, -0.073, 0.333, 0.222, 0.264, 0.235, -0.619, 0.229, 0.191, -0.614, 0.275, 0.316, 0.317, 0.280, 0.323, 0.266], "multiplicity": 2, "charge": 1, "lumo_energy_ha": [-0.2070, -0.3124], "orbital_gap_ev": [6.6866, 3.8167], "de_lowest_kcal_mol": 72.7}